8
Properties=species:S:1:pos:R:3 method="wB97M-V/def2-TZVPD" e_tot_ha=-606.127482 fmax_ha_per_bohr=0.0601 relative_energy_ev=1.629 total_charge=0
C -0.939 1.224 0.005
N 0.191 0.676 -0.101
C 0.102 -0.719 0.123
O -1.221 -1.230 -0.149
S -2.233 0.085 0.050
H -1.094 2.227 0.001
H 0.709 -1.208 -0.613
H 0.361 -0.988 1.296